The following is a DFT calculation (the ωB97M-V functional and the def2-TZVPD basis) of C3H14B2ORb as an isolated structure.

## Properties
LUMO level   2.386 eV
DFT total energy   -7392.96187 eV
HOMO level   -5.53 eV
Energy relative to the best compared isomer or geometry (same formula, charge and spin)   7.9 kcal/mol

Structure (ORCA input):
```
! wB97M-V def2-TZVPD RIJCOSX def2/J DEFGRID3
* xyz -1 1
Rb -1.681 -0.845 0.742
B -1.654 -2.062 -2.029
H -1.252 -2.385 -3.075
H -2.247 -1.075 -1.999
H -2.267 -2.926 -1.572
H -0.714 -1.963 -1.374
B -0.450 -1.302 3.555
H -1.109 -2.047 2.979
H 0.516 -1.069 2.970
H -1.117 -0.366 3.691
H -0.273 -1.833 4.579
C 0.422 1.874 -1.882
C 0.802 1.683 -0.427
O -0.064 1.519 0.406
C 2.246 1.749 -0.035
H 0.486 0.874 -2.324
H 1.155 2.533 -2.343
H -0.598 2.232 -1.964
H 2.767 0.809 -0.205
H 2.353 2.083 0.992
H 2.679 2.516 -0.685
*
```